[1]
55
Properties=species:S:1:pos:R:3:lowdin_charge:R:1 method="wB97M-V/def2-TZVPD" e_tot_ev=-163966.2224 mol_weight_g_mol=541.0 e_lumo_ev=2.59 charge=-1
As 0.5405 -1.3879 -0.5193 0.6949
Zn -0.8416 -0.5260 1.3051 0.2684
S -3.0657 -1.1695 3.2638 0.6309
Si 2.4325 -2.1165 0.6025 0.1283
Si 1.4092 0.5188 -1.5232 0.1486
O -1.0408 1.4693 1.5879 -0.1559
O -0.5010 3.3803 2.6233 0.0062
O -3.8885 -2.0484 4.0948 -0.6026
N -2.7436 -0.2369 -0.0529 0.0677
N 0.4495 -0.0128 3.2667 -0.0086
N -3.9822 -1.0799 -1.6911 0.1215
N -1.9380 -1.7271 2.4897 -0.4810
C 1.9304 -3.2811 1.9909 -0.2418
C -4.4389 1.0878 -2.9459 -0.0348
C 2.9315 0.0421 -2.5411 -0.2477
C -3.2539 -1.3175 -0.5613 -0.1797
C -3.1378 0.7959 -0.8982 -0.2249
C 1.8842 1.9793 -0.4523 -0.2081
C 3.5840 -0.8254 1.3543 -0.2227
C 3.4876 -3.1469 -0.5707 -0.2474
C -2.8671 2.1608 -0.8178 -0.0084
C -3.9181 0.2812 -1.9380 -0.2006
C 0.1353 1.1156 -2.7691 -0.2309
C 0.6920 1.4326 3.2313 -0.1716
C -4.1565 2.4383 -2.8628 -0.1060
C -0.3805 2.1756 2.4289 -0.6786
C -3.3864 2.9662 -1.8129 -0.0894
H -3.1258 -2.3058 -0.1426 0.1234
H 1.3330 -2.7700 2.7498 0.0019
H 1.2730 -0.5259 3.5514 0.0612
H -0.8237 1.3227 -2.2833 -0.0002
H 2.7123 -0.8590 -3.1215 0.0191
H -5.0363 0.6802 -3.7526 0.1003
H 2.2388 2.8091 -1.0715 0.0291
H -2.2695 2.5382 0.0039 0.1039
H 0.7566 1.8922 4.2180 0.1105
H 2.9069 -4.0078 -0.9148 0.0203
H 4.4026 -3.5136 -0.0927 0.0213
H 4.4343 -1.3092 1.8454 0.0259
H 3.7686 -2.5675 -1.4540 0.0011
H 0.4650 2.0324 -3.2680 0.0273
H 3.9732 -0.1432 0.5945 0.0066
H -4.4314 -1.7754 -2.2576 0.1494
H 2.6780 1.7118 0.2506 0.0071
H -0.2823 -0.2386 3.9313 0.0574
H -4.5381 3.1042 -3.6273 0.0927
H -0.0345 0.3466 -3.5279 0.0234
H 2.8097 -3.7206 2.4729 0.0231
H 1.0265 2.3257 0.1328 0.0164
H 3.0626 -0.2139 2.0949 -0.0003
H 3.2208 0.8384 -3.2351 0.0210
H 1.3105 -4.0922 1.5982 0.0254
H 3.7919 -0.1777 -1.9022 0.0058
H -3.1933 4.0312 -1.7885 0.0983
H 1.6344 1.6198 2.7132 0.1029

---

[2]
54
Properties=species:S:1:pos:R:3:lowdin_spin:R:1 method="wB97M-V/def2-TZVPD" e_tot_ev=-73213.8669 mol_weight_g_mol=912.5 e_lumo_ev="-14.08 / -17.52" charge=+4 spin_multiplicity=8
Au -2.0844 1.8625 -1.2746 0.1227
I 2.9449 -1.4112 -1.1350 1.3275
I 2.8108 1.0495 -2.1709 1.4080
Ru -0.7984 -0.3293 -0.2296 1.4175
S -0.2737 0.7261 -2.2340 0.4297
Si 1.1286 1.3050 2.0578 0.2167
Si 0.4770 -1.8407 2.4420 0.1614
O -4.0728 2.2070 1.1151 0.0107
O -4.5150 3.6941 -1.8721 0.0022
O -3.4525 -1.3428 0.8031 0.0590
O -0.5713 -3.0160 -1.5931 0.0610
C -3.5348 3.1220 -1.6982 0.0195
C -0.4964 0.2266 -4.2307 0.0257
C 0.3134 1.2652 -4.9898 0.0204
C 2.3047 -1.9305 2.9137 0.0863
C 1.1223 1.4836 3.9454 0.3317
C -1.9784 0.3179 -4.5236 0.0089
C 0.0048 -1.1919 -4.3812 0.0043
C -2.4500 -0.8994 0.3859 0.0772
C -0.5288 -1.8453 4.0579 0.2037
C -3.2069 2.1516 0.3536 0.0289
C -0.0080 -0.1956 1.6914 0.5336
C 0.1025 -3.4511 1.5893 0.0300
C 2.9549 1.2492 1.5980 0.0814
C 0.3981 2.8461 1.3323 0.0319
C -0.5813 -1.9928 -1.0117 0.0779
H -0.0943 2.2722 -4.8163 0.0010
H 1.8074 0.7912 4.4494 0.0081
H -0.9814 0.0673 2.2086 0.0380
H 0.1189 1.3330 4.3617 0.0160
H -0.9463 -3.5261 1.2734 0.0014
H 3.5272 1.8968 2.2807 0.0014
H 1.3703 1.2365 -4.6927 0.0111
H 2.9221 -2.0537 2.0163 0.0189
H -0.6915 2.8023 1.4132 0.0017
H 3.1188 1.6492 0.5889 0.0137
H -1.5839 -2.0828 3.8588 0.0097
H -0.6282 -1.8887 -3.8176 0.0005
H -0.1184 -2.6045 4.7388 0.0190
H 0.7696 3.7309 1.8652 0.0062
H 0.6540 2.9207 0.2727 0.0061
H 1.4550 2.5019 4.1884 0.0284
H 0.2525 1.0566 -6.0712 0.0031
H -2.1172 0.1174 -5.5961 0.0024
H -2.5534 -0.4143 -3.9442 0.0007
H -2.3780 1.3090 -4.2867 0.0006
H 0.7333 -3.6166 0.7087 0.0046
H 3.4055 0.2518 1.6297 0.0149
H 2.4647 -2.8098 3.5543 0.0045
H -0.0236 -1.4912 -5.4410 0.0010
H 2.6705 -1.0598 3.4685 0.0029
H 0.3099 -4.2749 2.2947 0.0019
H -0.5077 -0.8812 4.5806 0.0026
H 1.0349 -1.2927 -4.0277 0.0016

---

[3]
58
Properties=species:S:1:pos:R:3:lowdin_charge:R:1 method="wB97M-V/def2-TZVPD" e_tot_ev=-59145.9749 mol_weight_g_mol=466.3 e_lumo_ev=-0.36
S 1.9260 -0.4931 -0.9344 0.8511
P 0.9251 -3.3192 -0.0303 0.7679
O 1.7296 -4.4947 -1.0533 -0.1841
O 1.9849 -2.9699 1.1313 -0.4048
O -0.7219 -1.0662 -0.5348 -0.1272
O -0.8703 1.3371 -1.4373 0.0469
O -0.5414 -3.9052 0.7055 -0.2050
O -0.9743 -0.8267 -2.8206 0.0269
O 1.1708 -1.3595 -3.4876 -0.0627
O -0.1139 -3.7961 -4.4888 0.0219
N 4.3336 1.2236 -0.6843 0.0991
N -1.0369 -0.0463 1.9881 0.1442
N -1.8262 -3.9201 -2.5825 0.1335
N -6.3651 0.9249 -2.8009 0.0971
C 0.0923 -1.8606 -2.6184 -0.3566
C -0.3306 -0.1450 3.0279 -0.1376
C 3.8038 1.7758 0.3179 -0.1951
C 3.1650 2.4415 1.5259 -0.1855
C 0.5211 -0.2640 4.2813 -0.1914
C 4.1906 3.3348 2.2264 -0.2733
C 0.5115 -1.7513 -1.0387 -0.5974
C 5.4050 2.5614 2.7304 -0.1140
C -1.1840 -1.8056 5.3764 -0.1143
C -2.9279 2.5341 -3.2411 -0.1299
C 0.2687 -1.6161 4.9513 -0.2715
C -3.9723 3.3130 -4.0344 -0.2753
C -5.8838 2.0689 -3.0239 -0.1678
C -0.8761 0.0036 -1.5746 -0.2306
C -5.3038 3.4479 -3.2930 -0.1988
B -0.6336 -3.2147 -3.2012 -0.3414
H -0.2916 -3.1198 -5.2306 0.1353
H -1.8617 -1.7929 4.5169 0.0676
H 5.1054 1.7742 3.4316 0.0763
H -4.1319 2.8126 -4.9974 0.1119
H -3.5807 4.3127 -4.2518 0.1083
H 0.9117 -1.7040 5.8339 0.1112
H 2.3090 3.0396 1.1961 0.1205
H 0.2738 0.5560 4.9644 0.1161
H -1.4948 -1.0184 6.0728 0.0778
H -2.5857 -3.2633 -2.2980 0.0924
H 5.9590 2.0979 1.9079 0.0715
H -2.7315 3.0130 -2.2750 0.0756
H -1.3109 -2.7716 5.8752 0.0746
H 4.5303 4.1201 1.5399 0.1140
H 6.0959 3.2343 3.2481 0.0740
H 1.8008 -2.1421 -3.6414 0.1363
H 3.7103 3.8344 3.0748 0.1097
H 1.5775 -0.1714 4.0083 0.1046
H -1.9858 2.4877 -3.7964 0.0782
H 2.2992 -3.9184 -1.6762 0.1069
H -1.5314 -4.5602 -1.8128 0.0764
H 0.5468 -2.4276 4.2677 0.1094
H -6.0128 4.0248 -3.8961 0.1101
H 2.4374 -0.4699 0.3885 -0.0687
H -5.1629 3.9717 -2.3412 0.1148
H 2.7963 1.6694 2.2101 0.1024
H -0.8913 -3.2044 1.3551 0.1032
H -3.2465 1.5032 -3.0564 0.0650

---

[4]
56
Properties=species:S:1:pos:R:3:lowdin_spin:R:1 method="wB97M-V/def2-TZVPD" e_tot_ev=-61526.3668 mol_weight_g_mol=549.2 e_lumo_ev="-0.12 / -1.96" spin_multiplicity=5
Rh -0.3849 -0.0847 0.0391 1.3866
P -2.0113 0.6791 -1.4314 0.0157
P 0.8847 -1.2587 1.4963 0.1204
F 0.0523 3.5000 3.7685 0.0006
F -0.7392 1.5625 3.0402 0.0117
F 2.1888 4.1346 0.1556 0.0006
F 1.3844 1.7257 3.6213 0.0006
F 1.8115 4.8841 2.2203 0.0019
F 3.1018 3.0923 1.8674 0.0008
O 4.1345 1.2910 -2.0251 0.0016
O 0.9913 1.7166 0.7677 0.1098
O 4.3451 -3.1650 -2.4296 0.0013
N -1.1239 -1.9194 -0.4769 0.3790
C -3.0064 2.1065 -0.9851 0.0118
C 2.6248 -0.6971 1.6739 0.0244
C -2.2184 -2.0676 -1.2415 0.2190
C -0.5131 3.6439 1.0361 0.0011
C 0.1907 -1.3721 3.1605 0.0495
C -3.0231 -0.8447 -1.5803 0.0442
C -0.7226 -4.2802 -0.7226 0.2814
C -1.9007 -4.4480 -1.4433 0.2516
C -0.3883 -3.0451 -0.1045 0.0952
C 1.9918 3.7547 1.4532 0.0056
C -2.6590 -3.3103 -1.6906 0.1652
C 0.3590 2.3971 3.0203 0.0011
C -1.5032 1.0480 -3.1065 0.0108
C 0.5270 -2.9771 0.9672 0.4522
C 0.6785 2.7915 1.4905 0.0080
H 3.8239 0.6797 -2.7193 0.0002
H -3.8242 2.1882 -1.7035 0.0006
H 2.6196 0.2641 2.1933 0.0019
H 0.2153 -0.4771 3.7785 0.0036
H 0.7264 -3.8759 1.5543 0.0222
H 0.7160 -2.1739 3.6824 0.0059
H 0.2906 -0.5156 -1.4283 0.0345
H 0.3019 0.3467 -1.5974 0.0697
H -2.3854 3.0057 -1.0313 0.0000
H -1.9328 0.1944 0.5094 0.1350
H 4.6158 -3.8454 -1.7653 0.0001
H -3.8493 -0.7109 -0.8722 0.0166
H -0.5775 4.5434 1.6705 -0.0001
H -0.8687 0.2765 -3.5272 0.0057
H -2.1918 -5.4031 -1.8854 0.0145
H -1.4357 3.0467 1.0966 0.0020
H -0.8533 -1.6662 3.0381 0.0038
H 3.7316 0.8568 -1.2095 0.0003
H 3.2854 -1.3607 2.2486 0.0015
H -0.9313 1.9719 -3.1445 0.0015
H 3.5681 -3.4940 -2.9099 0.0005
H -0.3483 3.9034 -0.0172 0.0001
H -3.4568 -0.8536 -2.5849 0.0038
H 0.0601 -5.0373 -0.6993 0.0147
H -3.6362 -3.3298 -2.1574 0.0039
H 3.0470 -0.5143 0.6778 -0.0001
H -2.3689 1.1238 -3.7607 -0.0005
H -3.4138 1.9989 0.0230 0.0066